Record 1
This record from OMol25 describes a cluster of 11 separate species, C41H104ClF24N6O10P4 in total in a non-equilibrium geometry. The level of theory is the ωB97M-V functional and the def2-TZVPD basis.

Results
HOMO level: -11.1522 eV
Frontier orbital gap: 8.97 eV
Strongest force on any atom: 4.0 eV/Å
Relative energy (zero: lowest compared OMol25 entry of this formula, charge and spin): 0.0 kcal/mol

```
! RIJCOSX wB97M-V def2-TZVPD def2/J DEFGRID3
* xyz 1 1
Cl -0.1584 -2.6869 -1.1728
C -3.0158 9.2259 1.6262
C -2.7980 7.7776 2.0568
C -4.1207 7.1883 2.6623
C -4.2024 5.6440 2.5309
N -5.3398 5.0654 3.4854
C -4.9405 4.8618 4.8889
C -4.2568 3.4769 5.0417
C -4.4998 2.8728 3.6722
C -5.6167 3.6347 3.0134
C -6.6502 5.9702 3.4097
C -7.4336 5.8038 2.1344
C -8.5694 6.8719 2.0668
H -2.0887 9.6934 1.2457
H -3.4073 9.8703 2.4751
H -3.7519 9.2003 0.8410
H -1.9726 7.5087 2.7466
H -2.5344 7.2086 1.1155
H -4.9511 7.7415 2.2735
H -4.1148 7.3438 3.7196
H -3.2460 5.3193 2.8613
H -4.5771 5.2545 1.5419
H -5.7657 5.0770 5.6009
H -4.1408 5.6250 5.0156
H -4.6377 2.8881 5.9285
H -3.2103 3.6770 5.1024
H -4.6954 1.7886 3.7153
H -3.6428 2.9987 3.0464
H -6.5907 3.3140 3.4467
H -5.6333 3.6399 1.9523
H -6.3307 6.9531 3.6722
H -7.2935 5.6254 4.2190
H -7.8909 4.8194 2.1744
H -6.8270 5.8833 1.2553
H -8.1021 7.7597 1.6131
H -9.0030 7.1617 3.0452
H -9.3992 6.5557 1.4998
C -1.9608 -2.2601 2.3210
O -1.1999 -1.2672 2.9008
C -0.5121 -0.3998 2.0503
C 0.9073 -0.1918 2.6093
N 0.7429 0.3197 4.0063
H -0.0469 0.9809 4.0987
H 0.4755 -0.5149 4.4994
C 2.0068 0.9392 4.5595
C 1.8159 1.1489 6.0556
O 1.7565 -0.0284 6.7750
C 3.0230 -0.7162 6.9180
H -1.6984 -2.2807 1.2873
H -3.0329 -2.2151 2.5296
H -1.6714 -3.2272 2.6876
H -1.0439 0.5778 1.9180
H -0.3256 -0.8691 1.0513
H 1.5060 0.5770 2.0878
H 1.4866 -1.1384 2.6850
H 2.2798 1.8435 4.0554
H 2.8145 0.2699 4.3356
H 1.0006 1.7786 6.2983
H 2.6961 1.7059 6.4463
H 3.8476 -0.0084 7.0072
H 3.2778 -1.2806 6.0456
H 2.9926 -1.3488 7.7601
C 8.2224 0.3295 -2.1869
O 7.0310 -0.1187 -1.6267
C 6.0501 0.9661 -1.6909
C 4.7952 0.5303 -1.0598
N 4.5762 -0.8665 -1.5796
H 4.7384 -0.8024 -2.5863
H 5.2521 -1.4048 -1.0661
C 3.1745 -1.3798 -1.3636
C 3.1641 -2.9327 -1.7638
O 4.4574 -3.3870 -1.5309
C 4.7027 -4.6967 -2.0002
H 8.9577 -0.4408 -1.8725
H 8.5353 1.3301 -1.9029
H 8.2145 0.3500 -3.3190
H 5.9060 1.1552 -2.7850
H 6.4519 1.8868 -1.2357
H 3.9558 1.2044 -1.3632
H 4.8014 0.4764 0.0157
H 2.5156 -0.9316 -2.0417
H 2.9616 -1.2188 -0.2990
H 2.9074 -3.1671 -2.7807
H 2.4499 -3.4722 -1.1924
H 5.7164 -4.8159 -1.7926
H 4.4718 -4.8307 -3.0653
H 4.1336 -5.4497 -1.4308
C 1.7975 3.6409 -0.8871
O 1.5201 2.2711 -1.1297
C 0.1344 1.9705 -1.1806
C -0.1328 0.7473 -2.0074
N 0.1869 1.1248 -3.4574
H 1.1162 1.6850 -3.3607
H 0.3697 0.3088 -4.0181
C -0.7427 2.0625 -4.1504
C -0.0123 2.7504 -5.3583
O 1.0324 3.4759 -4.6737
C 1.9635 4.0518 -5.6443
H 2.4938 3.6886 -0.0169
H 0.8676 4.2050 -0.6846
H 2.4541 4.0408 -1.6845
H -0.3746 2.8159 -1.5356
H -0.2588 1.7160 -0.2559
H -1.1457 0.3436 -1.9968
H 0.5563 -0.0254 -1.7690
H -1.2406 2.7276 -3.4151
H -1.5614 1.4262 -4.5315
H -0.6775 3.3704 -5.8686
H 0.4036 2.0345 -6.0366
H 1.5340 4.1547 -6.6135
H 2.8843 3.4541 -5.7537
H 2.1677 5.0701 -5.3117
C 0.5738 -3.9431 4.2012
O 0.8957 -3.9043 2.8499
C 1.9070 -4.8895 2.6274
C 1.9171 -5.0104 1.1160
N 0.5314 -5.2640 0.6525
H -0.0535 -4.4498 0.8782
H 0.5857 -5.2809 -0.3215
C -0.0890 -6.5557 1.1802
C -1.4092 -6.8706 0.4975
O -2.2756 -5.8334 0.8829
C -3.5429 -5.7638 0.2845
H -0.4425 -3.5907 4.3182
H 1.2417 -3.2030 4.7445
H 0.7660 -4.8903 4.6854
H 1.5823 -5.8210 3.1091
H 2.8746 -4.5504 3.0374
H 2.5299 -5.8630 0.8066
H 2.2180 -4.0952 0.7307
H -0.1835 -6.4865 2.2834
H 0.7060 -7.3470 0.9873
H -1.7265 -7.8207 0.9227
H -1.3060 -6.9033 -0.6016
H -3.5129 -5.8034 -0.8020
H -3.8934 -4.8110 0.7195
H -4.2493 -6.5719 0.6161
C -0.4675 -0.8739 -6.4735
O -0.4892 -1.1859 -5.1213
C 0.5614 -2.2048 -4.8302
C -0.0836 -3.5427 -4.7985
N -1.2411 -3.4568 -3.8618
H -0.8389 -3.3519 -2.8846
H -1.7779 -2.6433 -4.1468
C -2.3132 -4.4850 -3.9976
C -3.3412 -3.9765 -3.0461
O -3.7542 -2.7179 -3.5917
C -4.1140 -1.8124 -2.4929
H -1.3084 -0.2399 -6.5875
H -0.6364 -1.7792 -7.0570
H 0.4720 -0.4593 -6.7695
H 0.9797 -1.9859 -3.8619
H 1.3884 -2.0272 -5.5394
H 0.5719 -4.3226 -4.4603
H -0.5161 -3.8544 -5.7167
H -1.9258 -5.4870 -3.8736
H -2.7274 -4.3841 -4.9870
H -2.8591 -3.9073 -2.0751
H -4.2148 -4.6249 -3.0708
H -4.3364 -0.9161 -3.0880
H -3.2988 -1.5978 -1.8013
H -5.0126 -2.2632 -1.9699
P 3.8274 0.3264 -5.2094
F 2.9330 -0.5963 -4.1828
F 5.1893 -0.2899 -4.6348
F 3.6707 -0.8111 -6.3732
F 4.6277 1.2328 -6.2503
F 2.3382 0.9824 -5.7207
F 3.9197 1.4760 -4.1535
P -0.1254 4.0924 2.7372
F 0.9546 3.0386 2.2025
F 0.1014 5.0990 1.5409
F -1.2806 3.3361 1.9574
F -1.3265 5.0616 3.4164
F -0.3102 2.9707 3.9939
F 0.9377 4.9300 3.6071
P 1.3329 -6.8509 -2.8691
F 1.5580 -6.1343 -4.2495
F 1.6763 -5.4180 -2.0717
F -0.2431 -6.3277 -2.7472
F 1.1515 -7.5843 -1.4631
F 0.7576 -8.1617 -3.6323
F 2.8086 -7.2948 -2.9036
P 4.6158 -1.7320 2.7422
F 3.8363 -2.5938 1.6142
F 3.8389 -0.4378 1.9755
F 3.2000 -1.9094 3.6384
F 5.2759 -0.7959 3.8579
F 5.2885 -2.9327 3.4619
F 5.8766 -1.4851 1.7619
*
```

Record 2
This record from OMol25 describes a cluster of 6 separate species, C26H54ClN5O10PS6 in total in a non-equilibrium geometry. The level of theory is the ωB97M-V functional and the def2-TZVPD basis.

Results
HOMO level: -9.5396 eV
Frontier orbital gap: 4.02 eV
Strongest force on any atom: 3.8 eV/Å
Relative energy (zero: lowest compared OMol25 entry of this formula, charge and spin): 66.3 kcal/mol

```
! RIJCOSX wB97M-V def2-TZVPD def2/J DEFGRID3
* xyz 1 1
C 0.0470 -7.5062 1.1752
C -0.4464 -7.3959 -0.3218
C 0.5354 -6.5762 -1.2952
Cl 2.0045 -5.9015 -0.4898
C -0.3404 -5.5084 -2.0336
C -0.7720 -4.2333 -1.3987
C -0.3811 -3.8186 0.0558
O 0.8923 -3.1574 0.1606
O 1.3493 -2.7378 -1.0609
C -1.6472 -3.2778 -2.1496
C -2.1269 -1.9002 -1.5539
O -3.3057 -1.7157 -1.4064
O -1.1530 -0.9730 -1.2597
C -1.3482 0.2841 -2.0083
C -1.2137 1.4736 -0.9617
C -0.6589 2.8079 -1.6017
C 0.9362 2.9020 -1.6027
N 1.4547 3.6175 -2.8117
C 2.9154 3.7165 -2.6846
N 3.7152 2.9489 -3.3338
N 3.4833 4.6863 -1.7599
C -2.0789 -3.6586 -3.5187
P -3.2178 -2.6460 -4.6236
S -4.2012 -3.8610 -5.8122
C -1.5927 -4.9097 -4.0662
N -0.7737 -5.7763 -3.3387
O -0.4193 -6.9331 -4.0070
C 0.6341 -6.5613 -4.8454
N 1.4510 -6.3092 -5.6087
H -0.1450 -6.5477 1.7207
H 1.0997 -7.8782 1.2392
H -0.5901 -8.2892 1.6907
H -0.5793 -8.4303 -0.7567
H -1.4838 -6.9417 -0.3136
H 0.9085 -7.3300 -2.0488
H -0.3206 -4.7351 0.7061
H -1.1770 -3.1571 0.5032
H 1.1451 -1.7889 -1.1986
H -2.3538 0.3021 -2.5102
H -0.5193 0.3515 -2.7706
H -0.5364 1.1853 -0.1061
H -2.2334 1.6962 -0.5489
H -1.0025 3.6522 -0.9313
H -1.0955 3.0234 -2.6185
H 1.2832 3.4979 -0.7143
H 1.3590 1.8474 -1.5829
H 1.2445 3.0330 -3.6258
H 3.1843 2.3137 -3.9427
H 2.7266 5.3190 -1.4808
H 3.8030 4.1496 -0.9381
H -4.2187 -1.9739 -3.8424
H -2.5103 -1.7079 -5.4261
H -1.9270 -5.2028 -5.0990
C -5.7452 0.6033 -2.9125
S -5.2763 2.3444 -2.8676
O -3.9698 2.4366 -2.1495
C -6.5615 2.8528 -1.7124
H -5.0416 0.0750 -3.5561
H -5.7061 0.1809 -1.9067
H -6.7517 0.5079 -3.3220
H -6.4705 2.2884 -0.7827
H -7.5411 2.6840 -2.1613
H -6.4365 3.9150 -1.5054
C 7.2284 4.1008 2.6217
S 5.6504 4.9166 2.3152
O 4.7847 3.9483 1.5689
C 6.2874 6.1046 1.1180
H 7.0625 3.2850 3.3247
H 7.6285 3.7009 1.6882
H 7.9284 4.8157 3.0556
H 6.7484 5.5786 0.2801
H 7.0179 6.7529 1.6033
H 5.4549 6.7062 0.7543
C -4.1231 -0.6471 1.5831
S -5.8275 -0.2426 2.0142
O -5.8029 1.0372 2.7705
C -6.0386 -1.5743 3.2115
H -3.7662 0.0898 0.8635
H -3.4953 -0.6167 2.4755
H -4.0881 -1.6398 1.1316
H -5.2912 -1.4852 4.0013
H -5.9408 -2.5367 2.7069
H -7.0350 -1.4926 3.6443
C 2.1542 4.0250 4.2038
S 2.5687 5.7720 4.2221
O 3.8728 5.9164 4.9303
C 1.2717 6.2615 5.3763
H 2.8693 3.5080 3.5665
H 2.2083 3.6174 5.2137
H 1.1488 3.8953 3.7991
H 1.3838 5.7150 6.3138
H 0.2954 6.0561 4.9349
H 1.3648 7.3305 5.5663
C 2.4774 -1.1601 3.0524
S 3.5441 -0.0990 4.0407
O 2.9373 1.2576 4.0127
C 4.9286 -0.0963 2.8862
H 1.5239 -1.2713 3.5683
H 2.3102 -0.7073 2.0735
H 2.9435 -2.1401 2.9387
H 4.6029 0.2818 1.9159
H 5.3194 -1.1099 2.7843
H 5.7071 0.5531 3.2851
*
```

Record 3
This record from OMol25 describes a structure of composition C22H30InO2Si in a non-equilibrium geometry. The level of theory is the ωB97M-V functional and the def2-TZVPD basis.

Results
HOMO level: -8.3534 eV
Frontier orbital gap: 3.64 eV
Strongest force on any atom: 3.0 eV/Å
Relative energy (zero: lowest compared OMol25 entry of this formula, charge and spin): 135.2 kcal/mol

```
! RIJCOSX wB97M-V def2-TZVPD def2/J DEFGRID3
* xyz 1 1
C 0.2931 2.6884 4.0697
C 0.7180 2.7133 2.7036
C -0.4593 2.7376 1.8861
H 1.7378 2.7309 2.3410
C -1.5932 2.7360 2.7503
C -1.1245 2.7022 4.0887
H -1.7419 2.6959 5.0018
H 0.9704 2.6775 4.9313
H -0.4856 2.7559 0.8029
H -2.6350 2.7691 2.4389
In 0.8356 -0.3011 0.9055
C -2.0702 -2.7286 -2.3631
H -2.2828 -1.7870 -2.8801
H -2.8709 -3.4546 -2.5726
H -2.7016 -2.8643 -1.4449
Si 0.7767 0.6471 -1.2831
C 1.7322 -0.5640 -2.5146
C 2.7024 0.4490 -2.6578
H 2.5762 1.3984 -2.0862
C 3.8114 0.2848 -3.4965
H 4.5372 1.0950 -3.5498
C 3.9570 -0.9180 -4.1920
H 4.8349 -1.0338 -4.8308
C 2.9998 -1.9364 -4.0933
H 3.1535 -2.8628 -4.6550
C 1.8745 -1.7803 -3.2400
H 1.1377 -2.5987 -3.1741
C -0.9211 0.7996 -2.1605
C -0.9611 0.9935 -3.5584
H -0.1022 0.6820 -4.1625
C -2.0186 1.6831 -4.1767
H -1.9766 1.8763 -5.2522
C -3.1083 2.1361 -3.4167
H -3.9276 2.6629 -3.9183
C -3.1277 1.8869 -2.0403
H -3.9808 2.2692 -1.4604
C -2.0760 1.1838 -1.4255
H -2.1418 1.0311 -0.3438
H -1.5474 -3.3992 -3.0837
H -1.2865 -2.8946 -1.6424
C -1.9493 -0.6489 2.8889
O -0.5590 -0.9365 2.7053
C -0.1176 -2.0523 3.5217
C 1.3531 -2.2932 3.2144
O 2.0015 -1.0957 2.6838
C 2.4805 -0.1849 3.7072
H -2.2429 0.0604 2.1052
H -2.1092 -0.1884 3.8832
H -2.5519 -1.5646 2.8092
H -0.2594 -1.8119 4.5862
H -0.7145 -2.9474 3.2608
H 1.8956 -2.6399 4.1145
H 1.4265 -3.0381 2.4253
H 1.6762 0.1334 4.3992
H 3.3032 -0.6570 4.2628
H 2.8599 0.7028 3.1879
*
```

Record 4
This record from OMol25 describes an isolated molecule of C4H7NOS in a non-equilibrium geometry. The level of theory is the ωB97M-V functional and the def2-TZVPD basis.

Results
HOMO level: -8.1686 eV
Frontier orbital gap: 8.89 eV
Strongest force on any atom: 1.5 eV/Å
SMILES string: S=CN1CCCO1
Relative energy (zero: lowest compared OMol25 entry of this formula, charge and spin): 61.1 kcal/mol

```
! RIJCOSX wB97M-V def2-TZVPD def2/J DEFGRID3
* xyz 0 1
C -1.6564 -1.2152 -0.4653
C 0.7536 -0.5544 -0.5584
C 1.1541 0.2756 0.7005
C 0.2117 1.4860 0.4462
H -1.2351 -2.2234 -0.5702
H 0.8462 -1.6441 -0.4457
H 1.2675 -0.1995 -1.4771
H 0.8539 -0.2401 1.6239
H 2.2252 0.4972 0.6863
H -0.2331 2.0268 1.2932
H 0.6976 2.1866 -0.2650
N -0.7072 -0.3000 -0.7027
O -0.9649 0.9439 -0.1927
S -3.2131 -1.0393 -0.0732
*
```

Record 5
This record from OMol25 describes a structure of composition C4H6N2 in a non-equilibrium geometry. The level of theory is the ωB97M-V functional and the def2-TZVPD basis.

Results
HOMO level: -9.0019 eV
Frontier orbital gap: 9.52 eV
Strongest force on any atom: 4.8 eV/Å
Relative energy (zero: lowest compared OMol25 entry of this formula, charge and spin): 79.5 kcal/mol

```
! RIJCOSX wB97M-V def2-TZVPD def2/J DEFGRID3
* xyz 0 1
C -1.5577 -0.2862 -0.0166
N -0.2759 -0.0797 0.6092
C 0.6386 -0.9358 0.0139
C 1.7480 -0.1868 -0.2106
N 1.5110 1.1245 0.0297
C 0.2225 1.1971 0.3407
H -1.0363 0.4363 -1.1048
H -1.9048 -1.3061 0.1901
H -2.2881 0.5170 0.0460
H 0.4803 -1.9994 -0.0903
H 2.6910 -0.5764 -0.5596
H -0.2285 2.0953 0.7521
*
```

Record 6
This record from OMol25 describes an isolated molecule of C4H6ClNOS in a non-equilibrium geometry. The level of theory is the ωB97M-V functional and the def2-TZVPD basis.

Results
HOMO level: -8.6165 eV
Frontier orbital gap: 8.65 eV
Strongest force on any atom: 1.9 eV/Å
SMILES string: C=CN(O)C(=S)CCl
Relative energy (zero: lowest compared OMol25 entry of this formula, charge and spin): 70.0 kcal/mol

```
! RIJCOSX wB97M-V def2-TZVPD def2/J DEFGRID3
* xyz 0 1
C -1.4313 -0.7756 -0.4111
C -2.5180 -0.0128 -0.2221
C 0.4806 0.7777 0.0570
C 1.9418 0.7255 0.6532
H 1.3574 -1.6659 -0.5509
H -1.5360 -1.7693 -0.7937
H -3.4757 -0.5197 -0.4211
H -2.5132 1.0225 0.0093
H 2.2214 1.7204 0.9794
H 2.0736 0.0278 1.5031
N -0.1022 -0.4405 -0.1153
O 0.7210 -1.5149 0.1917
S -0.2160 2.2413 -0.2750
Cl 2.9964 0.1836 -0.6046
*
```

Record 7
This record from OMol25 describes an isolated molecule of CH2F3O2P in a non-equilibrium geometry. The level of theory is the ωB97M-V functional and the def2-TZVPD basis.

Results
HOMO level: -9.8573 eV
Frontier orbital gap: 10.44 eV
Strongest force on any atom: 3.5 eV/Å
SMILES string: OPOC(F)(F)F
Relative energy (zero: lowest compared OMol25 entry of this formula, charge and spin): 9.9 kcal/mol

```
! RIJCOSX wB97M-V def2-TZVPD def2/J DEFGRID3
* xyz 0 1
C 1.2491 -0.3306 0.1723
O -1.6684 0.1707 -0.8887
O 0.0341 -0.4624 0.9186
F 2.3265 -0.4123 0.9503
F 1.2672 0.8281 -0.4223
F 1.3239 -1.2793 -0.8153
P -1.0566 0.7912 0.4380
H -1.3751 0.5634 -1.7306
H -2.1008 0.1314 1.3775
*
```

Record 8
This record from OMol25 describes a structure of composition C16H38ClInO3OsSSi in a non-equilibrium geometry. The level of theory is the ωB97M-V functional and the def2-TZVPD basis.

Results
HOMO level (spin up / spin down): -6.6635 / -8.7978 eV
Frontier orbital gap (spin up / spin down): 6.44 / 6.96 eV
Strongest force on any atom: 15.6 eV/Å
Relative energy (zero: lowest compared OMol25 entry of this formula, charge and spin): 122.1 kcal/mol

```
! RIJCOSX wB97M-V def2-TZVPD def2/J DEFGRID3
* xyz 0 5
In 3.7097 0.8106 -3.7721
Cl 1.8694 1.5801 -3.7287
C 3.4933 -0.8230 -4.8647
C 4.7564 2.4042 -4.2959
H 4.4290 -1.0682 -5.4126
H 3.2400 -1.7080 -4.2436
H 2.6922 -0.7111 -5.6250
H 5.6844 2.1174 -4.8366
H 5.0667 3.0076 -3.4170
H 4.1827 3.0737 -4.9708
Os 1.8644 0.9450 -1.7457
C 1.4495 2.3684 -0.2969
C 3.7850 0.5208 -1.9621
H 2.3654 2.5395 0.3105
H 1.1367 3.3266 -0.7637
H 0.6361 1.9973 0.3643
H 4.5426 1.1280 -1.4192
H 3.8826 -0.5617 -1.7257
C -1.9989 2.6745 0.8704
C -1.4381 1.9514 2.1189
C -0.5130 2.9047 2.8975
C -2.6243 1.5646 3.0156
O -0.7642 0.9022 1.7985
Si -0.3389 -0.3556 0.8682
S 1.8312 -0.3695 0.3566
O -0.6866 -1.6892 1.6847
C -0.6468 -2.3459 2.7792
C 0.8028 -2.7595 3.0759
C -1.1896 -1.4890 3.9356
C -1.5292 -3.5943 2.6342
O -1.2150 -0.3433 -0.4721
C -1.7916 -0.9833 -1.4149
C -0.7548 -1.3471 -2.4892
C -2.4505 -2.2641 -0.8657
C -2.8790 -0.0846 -2.0256
H -2.5851 3.5674 1.1774
H -2.6677 2.0019 0.2948
H -1.2112 3.0434 0.1892
H -1.0583 3.8189 3.2153
H -0.1187 2.3993 3.8068
H 0.3552 3.2205 2.2832
H -3.2111 2.4653 3.2930
H -3.2987 0.8561 2.4870
H -2.2726 1.0998 3.9591
H 1.4471 -1.8596 3.1820
H 0.8575 -3.3412 4.0211
H 1.2049 -3.3830 2.2490
H -2.2428 -1.1987 3.7344
H -1.1662 -2.0529 4.8921
H -0.5750 -0.5717 4.0649
H -2.5795 -3.3027 2.4114
H -1.1633 -4.2367 1.8052
H -1.5235 -4.1897 3.5729
H 0.0429 -1.9888 -2.0563
H -1.2342 -1.8984 -3.3270
H -0.2806 -0.4292 -2.8970
H -3.1899 -2.0139 -0.0741
H -2.9746 -2.8153 -1.6762
H -1.6868 -2.9428 -0.4300
H -3.6353 0.1891 -1.2580
H -2.4326 0.8517 -2.4246
H -3.3997 -0.6080 -2.8574
*
```

| no. | total energy (eV) |
| --- | --- |
| 1 | -188531.4237 |
| 2 | -142565.7888 |
| 3 | -40430.1678 |
| 4 | -18631.9015 |
| 5 | -7222.1419 |
| 6 | -31137.9044 |
| 7 | -22606.2570 |
| 8 | -62221.1281 |